Record 1
DFT (wB97M-V/def2-TZVPD) results for a 6-piece molecular cluster, C46H100F3N5O3S overall in a non-equilibrium geometry.

Cartesian coordinates (Å):
1 C -20.841572 13.967301 4.344851
2 C -20.329660 12.485578 4.252188
3 C -19.833978 11.968547 5.619859
4 N -19.411096 10.511801 5.493964
5 C -20.559421 9.563475 5.097354
6 C -21.644165 9.498440 6.136553
7 C -21.132226 9.134964 7.540158
8 C -19.907816 9.992396 7.939371
9 C -18.868958 9.997191 6.820657
10 C -18.351048 10.329928 4.437339
11 H -21.256990 14.173100 5.329986
12 H -21.593306 14.133139 3.572832
13 H -20.088591 14.734388 4.160929
14 H -19.478347 12.565560 3.582014
15 H -21.166329 11.904133 3.880115
16 H -20.595316 12.071457 6.385909
17 H -18.955370 12.569909 5.849510
18 H -20.984936 9.829445 4.131125
19 H -19.971652 8.674448 4.864444
20 H -22.181260 10.446993 6.214691
21 H -22.355529 8.732052 5.823805
22 H -21.875912 9.221196 8.328987
23 H -20.766891 8.106712 7.530777
24 H -20.071066 11.003029 8.307788
25 H -19.444319 9.417669 8.742753
26 H -18.118117 10.759863 7.045144
27 H -18.312390 9.062916 6.777203
28 H -18.730544 10.344102 3.418001
29 H -17.819743 9.389366 4.555368
30 H -17.685916 11.188181 4.519755
31 C -23.408203 15.081650 6.704620
32 C -24.211314 14.586824 5.482686
33 C -25.432498 13.784875 5.865593
34 N -26.447568 13.566425 4.756263
35 C -25.815277 12.786985 3.611371
36 C -25.384663 11.379104 4.096256
37 C -26.652176 10.642993 4.509033
38 C -27.359177 11.371774 5.658494
39 C -27.666967 12.813803 5.313792
40 C -27.055367 14.882839 4.326294
41 H -22.904293 14.242442 7.191431
42 H -24.016556 15.635035 7.416849
43 H -22.604886 15.733026 6.362817
44 H -23.520685 14.185390 4.740723
45 H -24.464830 15.525354 4.976429
46 H -25.955825 14.352331 6.635916
47 H -25.153385 12.820230 6.279258
48 H -25.053985 13.401684 3.135132
49 H -26.640069 12.677246 2.906088
50 H -24.627147 11.345455 4.874182
51 H -25.009265 10.927170 3.175365
52 H -26.501914 9.606255 4.813575
53 H -27.331303 10.538108 3.658350
54 H -26.806284 11.299087 6.596680
55 H -28.287835 10.844939 5.885847
56 H -28.104667 13.402894 6.120890
57 H -28.432766 12.964816 4.549359
58 H -27.775251 14.687809 3.530452
59 H -26.342256 15.643140 4.011478
60 H -27.708355 15.271520 5.108201
61 C -27.433333 21.534913 0.392097
62 C -27.564431 20.115550 0.906505
63 C -28.864959 19.897865 1.720356
64 N -29.000366 18.664204 2.601607
65 C -27.888544 18.777890 3.615841
66 C -28.047234 19.917310 4.597642
67 C -29.391160 20.083680 5.250206
68 C -30.569686 19.922706 4.279389
69 C -30.354723 18.746982 3.330327
70 C -28.935777 17.457139 1.745922
71 H -28.325046 22.002596 -0.021354
72 H -26.601994 21.631656 -0.306871
73 H -27.094168 22.224288 1.172334
74 H -26.708474 19.783709 1.498063
75 H -27.595285 19.352190 0.123312
76 H -29.728488 19.901180 1.050461
77 H -29.031555 20.794490 2.315023
78 H -26.952601 18.588304 3.084913
79 H -27.847407 17.847269 4.202846
80 H -27.741686 20.866487 4.151579
81 H -27.333730 19.788720 5.414582
82 H -29.485352 21.074840 5.694649
83 H -29.676507 19.409834 6.064434
84 H -30.679086 20.823608 3.668890
85 H -31.556835 19.798751 4.722119
86 H -31.032521 18.829807 2.479301
87 H -30.367992 17.744982 3.762250
88 H -28.937597 16.596204 2.415653
89 H -27.966339 17.471405 1.249585
90 H -29.813109 17.455473 1.106071
91 C -25.689448 13.225831 -0.260326
92 C -27.245053 13.247815 -0.371401
93 C -27.663429 12.568268 -1.638611
94 N -29.155014 12.524948 -1.928952
95 C -29.348325 11.933351 -3.303193
96 C -30.771400 11.984136 -3.821711
97 C -31.518758 13.322752 -3.694777
98 C -31.194476 14.011029 -2.345175
99 C -29.723418 13.962984 -1.912549
100 C -29.857998 11.690730 -0.907402
101 H -25.216315 13.567197 0.653485
102 H -25.244058 13.779284 -1.089288
103 H -25.367996 12.195662 -0.457568
104 H -27.450926 14.320064 -0.339876
105 H -27.606451 12.850558 0.579671
106 H -27.339693 11.527315 -1.666170
107 H -27.208485 13.115320 -2.465056
108 H -28.642406 12.425227 -3.973758
109 H -29.069156 10.881196 -3.246659
110 H -30.730225 11.600017 -4.843486
111 H -31.296626 11.148916 -3.342641
112 H -31.202474 13.817598 -4.615297
113 H -32.591016 13.169454 -3.784041
114 H -31.470458 15.049931 -2.525003
115 H -31.838949 13.565083 -1.590178
116 H -29.136799 14.365899 -2.741762
117 H -29.451315 14.428895 -0.974779
118 H -29.483894 10.668437 -0.954104
119 H -30.910168 11.682451 -1.168568
120 H -29.639768 12.092908 0.076699
121 C -15.364066 14.724062 0.651309
122 C -16.747625 15.385467 0.896035
123 C -17.601795 15.348100 -0.351744
124 N -18.922376 16.100849 -0.253027
125 C -19.468080 16.306177 -1.692626
126 C -19.977935 15.008974 -2.256985
127 C -21.005377 14.308329 -1.387499
128 C -20.521128 14.169780 0.036228
129 C -19.937722 15.423221 0.664291
130 C -18.652319 17.513357 0.251542
131 H -14.840020 14.523108 1.581160
132 H -14.740532 15.347713 0.014319
133 H -15.560507 13.778946 0.140342
134 H -16.509332 16.389937 1.246855
135 H -17.184179 14.901478 1.773736
136 H -17.784120 14.357997 -0.763125
137 H -17.134137 15.936023 -1.144626
138 H -18.795627 16.879128 -2.326454
139 H -20.307860 16.964034 -1.452748
140 H -19.142161 14.444521 -2.680553
141 H -20.433182 15.308525 -3.210206
142 H -21.145055 13.351670 -1.894067
143 H -21.985606 14.785603 -1.396062
144 H -19.892037 13.292784 0.209062
145 H -21.404774 13.964688 0.652688
146 H -19.400645 15.325101 1.608069
147 H -20.722361 16.129512 0.937214
148 H -17.872996 17.893537 -0.402449
149 H -18.439828 17.406750 1.309339
150 H -19.548490 18.115752 0.123495
151 C -23.207839 17.574982 0.893487
152 F -22.126143 17.964350 1.557555
153 F -23.934356 18.648427 0.576301
154 F -22.934638 16.882272 -0.199957
155 S -24.312349 16.524121 2.042235
156 O -23.341903 15.539274 2.475354
157 O -24.846774 17.419653 3.083845
158 O -25.388311 16.033846 1.157117

Cartesian forces (eV/Å) of the 2 atoms listed first:
C 0.1 -0.5 0.0
C -0.1 1.7 0.8

## Properties
LUMO energy ... -7.40 eV
Net charge ... +4
Orbital gap ... 9.84 eV

---

Record 2
DFT (wB97M-V/def2-TZVPD) results for a 2-piece molecular cluster, C3H6O3 overall in a non-equilibrium geometry.

Cartesian coordinates (Å):
1 C -0.352272 2.041720 0.575070
2 C -1.121151 1.360991 -0.256140
3 O -0.578857 0.398172 -1.080434
4 H -0.806067 2.901574 1.031872
5 H 0.658314 1.710493 0.642323
6 H -2.160669 1.567537 -0.480326
7 H -1.211520 0.240621 -1.784618
8 O 0.650177 -3.187610 -0.244159
9 C 1.374467 -2.327699 0.158936
10 O 1.016564 -1.177927 0.727978
11 H 2.463512 -2.463215 0.169953
12 H 0.067501 -1.064657 0.539545

Cartesian forces (eV/Å) of the 2 atoms listed first:
C -1.1 -0.3 -0.5
C 0.3 0.3 -0.9

## Properties
LUMO energy ... 0.65 eV
Net charge ... 0
Orbital gap ... 10.14 eV

---

Record 3
DFT (wB97M-V/def2-TZVPD) results for the molecule C5H8N2 in a non-equilibrium geometry.

Cartesian coordinates (Å):
1 C -0.172656 0.007408 -1.617859
2 C 0.119278 0.215130 -0.158746
3 C 1.150289 1.267418 0.200776
4 N -0.931781 0.344989 0.840768
5 C -0.021721 -0.830831 0.901227
6 C -0.804632 -2.048977 1.081839
7 N -1.612863 -2.709156 1.585251
8 H 0.763690 -0.187467 -2.154891
9 H -0.630715 0.908734 -2.044761
10 H -0.842092 -0.844033 -1.770892
11 H 0.806434 2.235777 -0.185999
12 H 1.159552 1.363486 1.291930
13 H 2.154018 1.043316 -0.166839
14 H -1.775124 -0.037611 0.418337
15 H 0.828589 -0.840346 1.569333

Cartesian forces (eV/Å) of the 2 atoms listed first:
C -0.1 -0.1 0.0
C 0.0 0.1 -0.1

## Properties
LUMO energy ... 0.79 eV
Net charge ... 0
Orbital gap ... 10.67 eV

---

Record 4
DFT (wB97M-V/def2-TZVPD) results for C37H43ClFeN7O3SeSi as an isolated structure in a non-equilibrium geometry.

Cartesian coordinates (Å):
1 Fe 1.723507 -1.367821 -1.184909
2 O -0.937981 -4.318440 -2.013261
3 C -0.122918 -3.489477 -1.580054
4 N 0.747103 -2.711652 -2.194143
5 C 0.908259 -2.591812 -3.576868
6 C 0.358270 -3.437692 -4.534718
7 C 0.588875 -3.201248 -5.886817
8 C 1.357927 -2.122794 -6.291172
9 C 1.912824 -1.261176 -5.348877
10 C 1.701955 -1.485995 -3.992719
11 N 2.203553 -0.699865 -2.946337
12 C 2.698284 0.520170 -3.064364
13 O 2.890022 1.230585 -4.064047
14 C 3.032285 1.092561 -1.694084
15 C 3.694657 2.308647 -1.591460
16 C 4.036753 2.784505 -0.339743
17 C 3.713538 2.024070 0.776844
18 C 3.045055 0.827271 0.588964
19 N 2.687130 0.378891 -0.611717
20 C -0.080667 -3.239494 -0.081102
21 C -0.861474 -4.007536 0.772784
22 C -0.824354 -3.758228 2.131059
23 C -0.001582 -2.743069 2.602786
24 C 0.749192 -2.026290 1.687769
25 N 0.712867 -2.256273 0.376738
26 H -0.249077 -4.267207 -4.206029
27 H 0.158589 -3.868845 -6.624295
28 H 1.532027 -1.943364 -7.345653
29 H 2.507469 -0.411663 -5.648728
30 H 3.928397 2.827690 -2.510487
31 H 4.562080 3.725641 -0.231216
32 H 3.984404 2.338454 1.775938
33 H 2.811432 0.183871 1.427422
34 H -1.473991 -4.778539 0.326776
35 H -1.420220 -4.346881 2.817257
36 H 0.073652 -2.515916 3.657572
37 H 1.406475 -1.230615 2.010190
38 C 0.330359 3.427425 -0.139710
39 C -0.728097 3.619418 0.959542
40 C -0.547576 5.042323 1.519469
41 C -0.429343 2.636401 2.097224
42 C -2.186225 3.440104 0.406681
43 O -2.366803 4.184107 -0.796144
44 C -3.234328 3.935693 1.430988
45 C -4.706984 3.705583 1.055983
46 C -5.288903 2.375289 1.475987
47 C -5.216860 1.953280 2.801400
48 C -5.750910 0.739190 3.203777
49 C -6.372563 -0.068433 2.266419
50 Cl -7.043549 -1.595125 2.761173
51 C -6.467894 0.325635 0.943624
52 C -5.927913 1.545266 0.561318
53 C -2.553676 1.997231 0.026344
54 N -1.604873 1.270338 -0.784512
55 C -0.839421 0.240853 -0.408149
56 N -0.033657 -0.094692 -1.386983
57 C -0.363638 0.767642 -2.384916
58 N -1.320066 1.609160 -2.060772
59 H 1.285834 3.814153 0.217303
60 H 0.065297 3.951760 -1.056496
61 H 0.496142 2.381147 -0.391544
62 H 0.501258 5.185976 1.781138
63 H -1.137328 5.218319 2.419078
64 H -0.796770 5.819016 0.790154
65 H 0.562418 2.851320 2.500753
66 H -0.411214 1.604129 1.749488
67 H -1.142945 2.712875 2.919903
68 H -2.038412 5.078629 -0.657582
69 H -3.087491 5.011370 1.528369
70 H -3.032311 3.504141 2.413540
71 H -4.829013 3.843834 -0.020303
72 H -5.299222 4.492265 1.531661
73 H -4.737358 2.582724 3.542111
74 H -5.688148 0.419456 4.234780
75 H -6.950789 -0.317076 0.220798
76 H -5.996163 1.848440 -0.477197
77 H -3.492517 2.034983 -0.521516
78 H -2.710477 1.405723 0.928557
79 H -0.896217 -0.230057 0.559812
80 H 0.106849 0.756663 -3.354446
81 C 4.167686 -2.744677 2.704166
82 Si 4.066232 -3.784688 1.121782
83 C 5.667967 -4.766755 1.098985
84 C 2.653435 -5.003348 1.386191
85 Se 3.925295 -2.637027 -0.769219
86 H 4.372209 -3.384466 3.569510
87 H 3.239179 -2.213247 2.899963
88 H 4.969768 -2.007437 2.624138
89 H 5.764803 -5.386358 1.995627
90 H 6.524966 -4.092159 1.048085
91 H 5.703586 -5.414825 0.221624
92 H 2.825867 -5.637296 2.262149
93 H 2.535366 -5.642194 0.508986
94 H 1.710820 -4.472460 1.531610

Cartesian forces (eV/Å) of the 2 atoms listed first:
Fe -0.8 0.6 0.2
O 0.0 0.0 0.0

## Properties
LUMO energy (alpha / beta) ... 1.78 / 1.78 eV
Net charge ... -1
Orbital gap (alpha / beta) ... 5.61 / 5.63 eV

---

E values (in eV) by entry order: -81871.855, -9349.779, -8293.052, -175780.915.
Energy relative to the best compared isomer or geometry (same formula, charge and spin) values (in kcal per mole) by entry order: 0.0, 35.5, 44.8, 17.8.